Entry from OMol25: 15 unconnected molecules or ions with the total composition C32H89BrNO16PS15 (ωB97M-V/def2-TZVPD).

Total charge: 0
Frontier orbital gap in eV: 8.08
LUMO level in hartree: 0.0179

Structure (XYZ):
```
155
Properties=species:S:1:pos:R:3:forces:R:3:lowdin_charge:R:1
Br 7.941241 -3.694378 0.714442 -0.2443 -0.0357 -0.2829 0.830
S -2.303958 6.764478 -8.744800 -0.0360 0.0186 -0.1801 0.820
S 0.552911 -1.574405 3.255529 -0.1689 0.0315 0.0968 0.773
S -10.725791 -4.909501 2.590327 -0.0757 0.0463 0.0763 0.790
S 6.957672 -4.264323 -5.940293 0.0046 -0.0917 0.0196 0.789
S 3.458167 -2.031240 -0.117680 0.0652 0.0038 -0.1115 0.204
S -5.694134 1.728204 -3.313423 -0.0957 0.1457 -0.1717 0.790
S -3.633027 3.938291 -6.820257 -0.0718 0.1293 -0.1174 0.816
S 13.090168 -0.376621 1.742771 -0.0808 -0.1199 0.0294 0.814
S -5.063264 -1.088467 9.679354 0.0620 -0.0476 0.0684 0.804
S 1.903766 4.595401 -9.341422 -0.0607 -0.0035 0.1509 0.804
S 1.876728 -2.681808 6.437426 0.0988 0.1831 -0.0541 0.795
S -4.316857 0.370839 0.369900 -0.2407 -0.1723 -0.1135 0.800
S -1.992545 0.961911 5.489122 0.0419 -0.0600 0.0289 0.794
S -6.459964 -2.251781 2.527165 0.2317 -0.0688 0.0625 0.807
S 7.296329 0.979850 2.369085 -0.0697 -0.1379 -0.1202 0.789
P 4.438108 -1.876266 -1.775572 -0.1419 0.3780 0.7790 0.384
O -1.539612 5.956062 -7.747392 0.1664 0.1827 0.0671 -0.597
O 1.723172 -2.007856 2.436517 -0.0347 -0.0333 0.0291 -0.622
O -5.340087 -1.047675 8.219284 -0.1167 0.0336 0.0559 -0.555
O 0.823499 -3.583880 5.900037 0.0289 -0.0963 0.1593 -0.554
O 6.096193 -3.957023 -1.912874 0.2616 -0.7016 0.4571 0.014
O -6.320179 1.278834 -2.036953 0.0351 0.0280 -0.0041 -0.568
O -4.954757 3.678150 -6.169449 0.2342 -0.1647 -0.0038 -0.573
O -7.198931 -0.970493 2.324994 -0.1057 -0.0594 0.0035 -0.559
O 8.109663 0.185029 3.327076 0.0649 0.1597 0.0525 -0.560
O 1.429149 5.468975 -10.451322 0.0522 0.0910 0.0813 -0.561
O 7.162706 -2.002403 -1.452544 -0.9433 -0.6715 0.6811 -0.048
O -3.540256 -0.434581 1.360477 0.1005 0.2096 0.1112 -0.574
O 12.568774 0.516101 0.670072 0.1650 0.1632 0.1125 -0.570
O 6.160795 -3.016044 -6.093063 -0.0396 -0.0493 0.0377 -0.562
O -9.570670 -5.369178 1.774443 -0.0691 -0.0007 -0.0335 -0.551
O -1.116997 2.126171 5.798768 -0.0844 0.0243 0.0126 -0.552
N 8.998456 -3.509129 -1.891151 -0.7922 -0.4889 0.4871 0.070
C -5.181616 0.598266 10.296104 -0.0816 0.1015 0.0167 -0.266
C 6.135496 -5.268286 -4.699267 -0.0339 -0.0399 0.0180 -0.263
C 6.565276 -5.324304 -7.340894 -0.0482 -0.0384 -0.1019 -0.275
C -1.147472 7.930172 -9.473053 0.1611 -0.0042 -0.0548 -0.256
C -6.555548 -1.686506 10.487476 -0.1227 0.0135 0.0419 -0.272
C -2.723363 0.412328 7.035837 -0.0215 -0.0494 0.0240 -0.275
C -6.920213 -3.352186 1.183751 -0.0829 0.0614 -0.1337 -0.257
C 3.449509 -3.534146 6.258678 0.0836 -0.1269 0.0078 -0.259
C 9.964696 -0.694462 -0.293102 -0.2561 0.6505 -0.4089 0.137
C -3.179233 1.561385 -0.359788 0.1145 0.1007 -0.0008 -0.265
C -5.278394 1.574207 1.288496 -0.1102 0.1509 0.1297 -0.252
C 12.841787 0.472069 3.308407 -0.0201 0.1224 0.0689 -0.264
C 3.702782 4.594143 -9.386518 0.1085 0.0465 -0.0728 -0.274
C -3.515096 1.607895 4.785704 -0.1470 0.0465 0.0463 -0.257
C -3.072313 2.381974 -7.526851 0.0245 -0.1217 -0.0003 -0.248
C -11.690708 -3.786283 1.568689 -0.0528 0.0367 -0.1018 -0.263
C -3.255965 7.983054 -7.827572 -0.0019 0.0233 0.1654 -0.260
C 8.353460 2.287459 1.726270 0.0765 0.1224 0.0386 -0.265
C 9.235796 -1.604607 -0.541943 -0.8762 -0.4779 -0.0641 -0.135
C 1.762750 5.540813 -7.817827 -0.0467 0.0986 0.1253 -0.268
C -2.402708 4.004600 -5.514109 0.0849 -0.1115 0.1361 -0.256
C 6.087848 -2.785290 -1.708250 -0.6265 1.0619 -1.0068 -0.670
C 1.804337 -2.794218 8.233379 0.0153 -0.1095 0.1126 -0.270
C -11.938505 -6.238890 2.601938 -0.0750 -0.0867 -0.0517 -0.271
C -7.321326 -3.158259 3.821069 -0.1604 -0.0203 0.0764 -0.262
C -0.423730 -0.451670 2.247443 0.0832 0.1063 -0.1207 -0.278
C 14.883434 -0.230308 1.728566 0.1036 0.0965 -0.0052 -0.273
C -5.537902 0.280468 -4.369188 0.0261 -0.1284 -0.0687 -0.256
C -0.643657 -2.913313 3.234905 -0.0737 -0.2037 -0.1602 -0.258
C 8.303209 -2.689184 -0.922372 2.2826 0.9034 -0.1129 -0.891
C -6.973592 2.527935 -4.287467 -0.2356 -0.0463 -0.1800 -0.267
C 6.234949 2.062103 3.339700 -0.0050 0.0999 0.0892 -0.270
H -7.196043 -2.619355 4.759048 0.0779 0.0677 -0.0612 0.048
H 4.085971 4.064654 -8.514150 -0.0476 -0.0224 -0.0031 0.053
H -7.843154 1.873232 -4.364732 0.0523 -0.0817 0.1695 0.059
H 15.253087 -0.668093 0.803399 -0.0820 -0.0192 -0.0081 0.049
H -6.499943 -0.226975 -4.443749 -0.0199 0.0460 0.0546 0.059
H 4.072001 5.619864 -9.399336 -0.0675 0.0166 -0.0079 0.057
H -7.412694 -1.096414 10.162245 0.0473 0.0249 -0.0505 0.058
H -2.055761 2.501756 -7.901408 -0.0148 0.0604 -0.0034 0.057
H -11.099628 -2.887749 1.399045 0.0496 -0.0352 0.0569 0.052
H 8.824525 -3.120573 -2.812958 0.1554 -0.0157 -0.0298 0.097
H -0.845567 -3.208273 2.204109 0.0181 0.1315 -0.0316 0.060
H -2.484513 3.115459 -4.887106 -0.1140 -0.0046 -0.0335 0.055
H 2.640530 -2.243226 8.664347 -0.0048 0.0272 -0.0383 0.052
H -6.128511 1.039678 9.984103 -0.0024 -0.0537 -0.0440 0.061
H -3.187871 1.257577 7.545216 0.0102 0.0501 -0.0807 0.050
H 8.602878 -4.441955 -1.846276 0.0306 -0.0174 -0.2773 0.063
H 1.841554 -3.839939 8.540693 -0.0104 -0.0097 -0.0592 0.056
H -3.106947 1.598055 -6.768985 -0.0098 0.0522 0.0424 0.050
H 6.958007 -4.858072 -8.242552 0.0249 0.0479 0.0515 0.048
H -5.195606 0.591609 -5.356720 -0.0176 0.0777 0.0243 0.040
H 7.035078 -6.297992 -7.200935 0.0258 0.0235 0.0286 0.052
H -6.496921 -4.339901 1.363789 -0.0130 0.0089 0.0400 0.059
H -5.106687 0.592626 11.383705 0.0288 -0.0335 -0.0089 0.054
H -4.805124 -0.390159 -3.922860 -0.0124 0.0493 0.0646 0.050
H -4.022356 7.459088 -7.258599 0.0217 -0.0617 -0.0502 0.048
H 0.867527 -2.349776 8.564319 -0.0061 0.0183 -0.0827 0.044
H -3.465530 -0.359538 6.835824 -0.0146 0.0185 0.0212 0.034
H -11.522674 -7.074208 3.161913 0.0615 0.0538 0.0097 0.050
H 13.258402 1.478397 3.252716 0.0155 -0.0196 -0.0717 0.058
H -2.601001 8.526367 -7.145752 0.0478 -0.0401 -0.0247 0.060
H -6.700939 -2.727433 10.205564 0.0764 0.0136 -0.0404 0.050
H -3.729360 8.671785 -8.527064 0.0068 -0.0429 -0.0374 0.055
H 4.021102 4.080344 -10.291609 -0.0677 -0.0104 -0.0035 0.048
H -11.918522 -4.260356 0.613693 0.0508 -0.0498 0.0205 0.059
H -4.356294 1.172009 9.878797 0.0235 -0.0722 -0.0211 0.040
H -0.628459 8.475982 -8.684282 -0.0484 -0.0373 0.0470 0.062
H 3.785780 -2.420201 -2.907435 0.5236 0.0821 -0.0362 -0.012
H 2.260340 6.504768 -7.934431 0.0435 -0.0372 -0.0837 0.061
H -5.761701 2.255365 0.588220 0.0073 -0.0893 -0.0795 0.051
H -4.626783 2.124991 1.968048 0.0825 -0.0331 -0.0602 0.036
H -2.662846 2.111239 0.428702 -0.0179 -0.0498 0.0378 0.055
H -2.589952 4.893335 -4.915025 -0.0419 0.0239 -0.0721 0.057
H -12.611328 -3.522769 2.089776 0.0288 -0.0019 0.0374 0.054
H -4.230022 0.794599 4.657030 0.0466 -0.0248 -0.0478 0.061
H -8.382354 -3.230583 3.581157 0.0218 0.0053 -0.0638 0.029
H 6.617020 -6.245257 -4.640774 0.0412 0.0265 -0.0186 0.060
H 15.297041 -0.773119 2.578622 -0.0417 -0.0272 -0.0044 0.052
H -1.411310 4.068761 -5.958296 -0.0479 0.0797 -0.0692 0.043
H 0.705094 5.700260 -7.607445 -0.0263 -0.0619 -0.1177 0.010
H 4.791558 -0.550492 -2.135143 0.0585 -0.3592 -0.2417 -0.017
H 2.215600 4.980014 -6.999110 0.0249 -0.0416 -0.0489 0.055
H -3.281243 2.041456 3.816018 0.0958 -0.0587 0.0099 0.033
H -8.004874 -3.417156 1.110915 0.0092 -0.0422 0.0702 0.033
H 6.227555 -4.756415 -3.741932 0.0018 -0.1418 -0.2387 0.006
H -6.435455 -1.615833 11.568755 0.0414 -0.0068 -0.0106 0.052
H -1.931403 0.000338 7.659962 0.0654 0.0174 -0.0881 0.051
H 3.672640 -3.611620 5.195940 -0.0882 0.0756 -0.0142 0.055
H -3.735024 2.123212 -8.350650 -0.0286 0.0748 0.0166 0.053
H 5.510856 1.443764 3.866487 0.0256 -0.0641 -0.0627 0.051
H -0.221237 -3.750779 3.783037 0.0755 0.1057 0.0809 0.025
H 5.710509 2.747938 2.673992 -0.0062 -0.0411 -0.0253 0.052
H -1.350279 -0.208080 2.764268 -0.0275 -0.0816 -0.0361 0.009
H 7.759108 2.966415 1.114190 -0.0215 -0.0353 -0.0068 0.053
H 9.126341 1.828425 1.113530 -0.0406 -0.0741 0.0209 0.027
H -1.690237 8.621307 -10.118111 -0.0467 -0.0359 0.0095 0.056
H -6.513621 -2.943718 0.259668 0.0741 0.0819 0.0808 0.051
H 4.231798 -2.958675 6.754162 -0.0264 0.0416 -0.0193 0.054
H -0.642667 -0.915546 1.286223 -0.0207 -0.0515 0.0381 0.055
H -0.425180 7.367239 -10.065554 -0.0362 -0.0880 0.0483 0.037
H -3.927473 2.375698 5.441642 0.0714 -0.0069 0.0407 0.059
H -6.035358 1.034857 1.857328 0.0346 -0.1271 -0.0870 0.026
H -7.259367 3.451203 -3.786906 0.0879 -0.0219 0.0680 0.055
H 3.380265 -4.532227 6.692960 -0.0710 0.0171 0.0061 0.057
H 5.484086 -5.434222 -7.427488 -0.0019 0.0524 0.0588 0.057
H -12.850716 -5.892937 3.088448 0.0303 0.0277 0.0210 0.053
H 8.815378 2.829103 2.552712 -0.0261 -0.0445 0.0345 0.057
H 0.154855 0.458427 2.090905 0.0836 -0.0497 0.0725 0.053
H -6.583141 2.758702 -5.278359 0.0549 0.0088 0.1730 0.012
H 11.770613 0.528838 3.497379 -0.0074 -0.0749 -0.0712 0.049
H 13.322487 -0.093306 4.106904 -0.0153 -0.0396 -0.0270 0.054
H -1.562062 -2.583896 3.721661 0.0303 0.0556 0.0047 0.058
H -2.451924 1.015790 -0.959550 -0.0292 -0.0572 0.0359 0.050
H 10.483024 0.232093 -0.240879 0.4822 -0.1881 0.3375 0.020
H 6.834886 2.618443 4.060771 0.0528 -0.0429 -0.0211 0.055
H -3.737036 2.247161 -0.997685 -0.0557 -0.0504 0.0073 0.030
H 15.168933 0.820942 1.775347 -0.0637 0.0098 -0.0106 0.057
H 5.081101 -5.382493 -4.953997 0.0165 0.0523 -0.0617 0.065
H -6.889026 -4.154237 3.916113 0.0189 0.0079 -0.0506 0.058
H -12.150406 -6.553273 1.579771 0.0578 0.0405 -0.0160 0.058
```
Positions in Å, forces in eV/Å.